# C6H8LiNaO6

A molecular structure, C6H8LiNaO6 (ωB97M-V/def2-TZVPD, the OMol25 dataset).

For the molar mass, the calculation gives 206.055 g/mol. The total charge is 0. Its multiplicity is 1. The largest force on an atom comes out at 3.92 eV/Å. The calculated total energy is -854.6671 hartree.

Last column: natural (NBO) charge in e.
Geometry (Å):
O1 -1.09943 -1.40665 -1.48547  -0.511
C1 -1.31122 -0.68578 -0.41959  0.425
C2 0.22326 -1.79693 -1.94691  -0.123
O2 -0.20142 -0.05018 -0.07065  -0.595
O3 0.61483 -3.02560 0.10499  -1.063
C3 0.62218 -3.10336 -1.25681  -0.047
H1 0.94589 -0.99909 -1.74757  0.180
H2 0.11651 -1.94227 -3.02895  0.181
H3 1.60738 -3.36797 -1.70793  0.119
H4 -0.08880 -3.88666 -1.60902  0.124
O4 -1.33075 1.41806 1.35937  -0.503
C4 -0.18433 0.66818 1.20525  0.961
C5 -1.18821 2.58605 0.56668  -0.107
O5 0.09500 -0.15196 2.17399  -0.991
O6 0.86642 1.62472 1.04891  -0.625
C6 0.31626 2.88013 0.65117  -0.097
H5 -1.81042 3.37689 0.99651  0.200
H6 -1.50737 2.38682 -0.46695  0.192
H7 0.55544 3.62885 1.41671  0.170
H8 0.74219 3.18608 -0.31140  0.196
Na1 0.50450 -2.25956 1.69831  0.955
Li1 1.51209 0.92024 2.82937  0.959